{
  "formula": "C35H36GeN2O2ReS3",
  "method": "the ωB97M-V functional and the def2-TZVPD basis",
  "species": ["Re", "C", "C", "S", "C", "C", "S", "C", "C", "S", "H", "H", "H", "H", "H", "H", "H", "H", "H", "H", "H", "H", "C", "O", "C", "C", "C", "C", "C", "C", "N", "N", "C", "C", "O", "C", "C", "C", "C", "C", "C", "C", "C", "H", "H", "H", "H", "H", "H", "H", "H", "H", "H", "H", "H", "H", "Ge", "C", "C", "C", "C", "C", "C", "C", "C", "C", "C", "C", "C", "H", "H", "H", "H", "H", "H", "H", "H", "H", "H", "H"],
  "coordinates": [[-0.712, -0.527, 1.402], [-0.056, 0.824, 4.333], [-0.906, -0.345, 4.782], [-1.028, -1.693, 3.531], [-2.838, -2.018, 3.548], [-3.728, -0.902, 3.036], [-3.129, -0.133, 1.467], [-3.152, 1.657, 1.864], [-2.219, 2.088, 2.975], [-0.494, 1.512, 2.692], [0.992, 0.538, 4.241], [-0.125, 1.646, 5.049], [-1.918, -0.047, 5.045], [-0.448, -0.790, 5.670], [-3.094, -2.265, 4.581], [-2.959, -2.924, 2.955], [-3.860, -0.107, 3.766], [-4.714, -1.315, 2.813], [-4.181, 1.927, 2.105], [-2.876, 2.137, 0.925], [-2.545, 1.748, 3.956], [-2.166, 3.179, 3.003], [-1.756, -3.525, 0.420], [-0.680, -2.582, 0.452], [0.599, -3.096, 0.437], [0.921, -4.412, 0.148], [2.254, -4.799, 0.107], [3.276, -3.874, 0.300], [2.971, -2.557, 0.578], [1.631, -2.158, 0.688], [1.237, -0.864, 0.988], [2.104, 0.052, 0.907], [1.916, 1.333, 0.618], [0.799, 1.716, -0.215], [-0.180, 0.826, -0.434], [0.791, 2.983, -0.788], [1.755, 3.920, -0.460], [2.796, 3.628, 0.438], [3.740, 4.607, 0.827], [4.758, 4.289, 1.706], [4.871, 2.992, 2.206], [3.948, 2.016, 1.855], [2.904, 2.310, 0.970], [-1.764, -4.070, -0.525], [-2.684, -2.959, 0.495], [-1.669, -4.235, 1.248], [0.159, -5.147, -0.051], [2.491, -5.834, -0.090], [4.307, -4.189, 0.246], [3.746, -1.827, 0.755], [-0.013, 3.241, -1.464], [1.703, 4.907, -0.898], [3.655, 5.611, 0.436], [5.475, 5.040, 2.000], [5.686, 2.740, 2.868], [4.041, 1.016, 2.252], [-0.958, 0.082, -2.177], [0.284, -1.271, -3.000], [-0.390, -2.172, -3.814], [0.320, -3.202, -4.411], [1.686, -3.296, -4.212], [2.352, -2.387, -3.407], [1.653, -1.346, -2.807], [-1.807, 1.457, -3.379], [-3.183, 1.546, -3.253], [-3.879, 2.346, -4.151], [-3.187, 3.034, -5.129], [-1.813, 2.933, -5.249], [-1.106, 2.125, -4.364], [-2.067, -0.553, -1.290], [-1.453, -2.077, -3.989], [-0.201, -3.904, -5.044], [2.246, -4.068, -4.723], [3.419, -2.462, -3.259], [2.184, -0.618, -2.208], [-3.721, 0.998, -2.490], [-4.957, 2.402, -4.070], [-3.737, 3.661, -5.826], [-1.277, 3.452, -6.032], [-0.035, 2.028, -4.480]],
  "forces_ev_per_angstrom": [[-1.473, 0.210, -0.765], [0.122, 0.063, -0.215], [0.101, -0.085, 0.103], [-0.350, 0.428, -0.292], [0.082, -0.135, -0.067], [0.058, 0.066, -0.223], [0.221, 0.309, 0.410], [-0.093, -0.137, 0.000], [0.000, 0.054, 0.000], [-0.417, -0.466, 0.066], [0.061, 0.063, 0.024], [0.052, -0.043, 0.010], [-0.032, -0.036, -0.034], [-0.083, -0.015, -0.037], [0.011, -0.071, -0.008], [0.060, -0.026, 0.058], [0.000, 0.070, 0.011], [0.025, 0.055, 0.084], [-0.001, 0.089, -0.051], [-0.136, -0.013, -0.087], [0.021, -0.022, 0.003], [-0.032, -0.050, 0.036], [-0.946, -0.671, -0.137], [0.198, 1.121, 0.502], [0.859, -0.461, -0.070], [-0.674, 0.473, 0.107], [-0.003, 0.117, -0.036], [0.181, 0.516, 0.110], [0.260, -0.331, -0.009], [0.028, -0.263, 0.181], [0.647, 0.062, -0.574], [1.894, -0.649, 0.018], [-0.778, 0.416, -0.009], [0.252, 0.638, -0.201], [-0.398, -0.892, 0.798], [-0.656, -0.823, -0.113], [0.616, 0.108, 0.315], [0.028, -0.211, 0.100], [-0.408, -0.124, -0.259], [0.358, -0.374, 0.354], [0.170, 0.608, -0.085], [-0.376, -0.251, -0.312], [0.166, 0.208, 0.098], [0.115, 0.140, 0.031], [0.152, 0.009, -0.035], [0.062, 0.123, -0.060], [-0.091, -0.048, -0.016], [0.030, -0.117, -0.041], [0.069, -0.012, 0.014], [0.083, 0.011, 0.002], [-0.079, 0.017, -0.075], [-0.048, 0.129, -0.039], [-0.002, 0.081, -0.071], [0.049, 0.062, -0.005], [0.052, 0.009, 0.080], [0.060, -0.069, 0.039], [-0.299, 0.227, -1.867], [-0.887, 1.300, 1.000], [-0.008, -0.087, 0.156], [-0.178, 0.116, -0.110], [0.227, -0.264, -0.173], [0.051, 0.280, 0.092], [0.098, -0.313, 0.143], [1.012, -1.472, 1.752], [-0.381, 0.312, -0.177], [-0.143, -0.360, 0.469], [-0.423, 0.463, -0.506], [0.469, -0.272, 0.234], [0.114, 0.410, -0.535], [0.160, -0.038, -0.014], [-0.150, -0.055, -0.048], [0.038, -0.072, -0.100], [-0.008, -0.055, 0.085], [0.118, -0.024, -0.096], [0.050, 0.081, 0.073], [-0.034, -0.032, 0.026], [0.032, 0.119, -0.128], [0.089, -0.114, 0.093], [-0.079, 0.066, -0.033], [0.070, -0.081, 0.036]],
  "lowdin_spin": [1.719, 0.017, 0.011, 0.028, 0.016, 0.016, 0.012, -0.001, 0.003, 0.022, 0.001, 0.000, 0.001, -0.001, 0.000, 0.000, 0.001, 0.000, 0.000, 0.000, 0.000, 0.000, 0.001, 0.054, 0.062, 0.003, 0.107, 0.011, 0.047, 0.061, 0.124, -0.040, 0.133, 0.032, 0.039, 0.048, 0.089, -0.001, 0.131, 0.052, 0.037, 0.132, -0.017, 0.000, 0.000, 0.001, -0.001, 0.004, -0.001, 0.002, 0.002, 0.003, 0.004, 0.001, 0.000, 0.006, 0.009, 0.002, 0.001, 0.001, 0.000, 0.001, 0.001, 0.005, 0.000, 0.000, 0.000, 0.000, 0.001, 0.007, 0.000, 0.000, 0.000, 0.000, 0.000, 0.000, 0.000, 0.000, 0.000, 0.000],
  "e_homo_ev": [-18.11, -18.11],
  "de_lowest_kj_mol": 0.0,
  "orbital_gap_ev": [5.433, 3.663],
  "lumo_energy_ev": [-12.68, -14.45],
  "multiplicity": 4,
  "s_squared": 3.87,
  "charge": 4
}